This record from OMol25 describes a single C27H33NO4 molecule. The level of theory is ωB97M-V/def2-TZVPD.

XYZ file:
```
65
Properties=species:S:1:pos:R:3:forces:R:3
O 9.308797 -3.483186 -0.521246 0.228 -0.322 0.151
O -0.793826 -0.552604 -0.968296 -0.032 0.136 -0.289
O -5.372832 0.134636 -1.214196 -0.329 -0.065 0.090
O -1.553729 -0.702834 1.129784 -0.039 -0.129 0.087
N 0.366111 3.129755 0.033065 -0.009 0.109 -0.016
C 5.570689 -0.581426 0.433370 0.607 -0.695 0.047
C -7.882585 -1.832270 0.479593 0.017 0.036 -0.032
C -7.260233 -0.924963 -0.351530 0.143 0.125 -0.078
C 0.117768 2.344651 -1.160231 -0.174 0.026 -0.184
C -1.351515 -2.920372 -1.193347 0.143 0.385 0.081
C 4.258634 0.996360 -0.882268 0.010 -0.030 0.034
C -3.981352 0.350242 -1.282633 0.342 0.198 0.122
C -7.133706 -2.614179 1.345443 0.007 -0.132 0.135
C 1.728444 3.643238 0.112543 -0.071 0.033 -0.008
C -5.759483 -2.472100 1.368741 -0.128 -0.069 0.045
C 6.357182 -1.488870 0.505119 -0.426 0.486 0.048
C -1.939887 1.346943 -0.072457 -0.241 0.175 0.099
C 4.089873 1.026067 1.517150 0.023 -0.043 -0.030
C 2.789054 2.573726 0.200852 0.044 0.030 -0.003
C -1.555113 2.163836 1.169647 0.255 -0.211 0.050
C -0.278960 -1.884024 -0.890555 0.111 -0.562 0.178
C 8.387642 -2.421022 -0.525715 -0.127 0.256 0.039
C 7.322961 -2.563671 0.573787 0.300 -0.252 -0.199
C -1.406936 -0.070938 0.114077 -0.040 0.151 0.112
C -3.475073 1.228820 -0.133255 -0.063 -0.259 -0.159
C -5.121960 -1.562681 0.539889 0.234 0.196 -0.195
C -0.049526 2.402648 1.215307 -0.296 0.074 0.120
C -5.871875 -0.780779 -0.331824 -0.204 -0.074 0.003
C 3.178345 2.059607 1.433608 -0.004 0.067 -0.085
C 3.346238 2.030087 -0.952354 -0.012 0.070 0.079
C -1.374819 2.052957 -1.306433 0.253 -0.161 0.012
C 4.636659 0.479107 0.356581 -0.354 0.412 -0.046
H -1.528438 1.449085 -2.200093 -0.045 0.046 -0.054
H 4.687145 0.581806 -1.783389 0.035 -0.030 -0.033
H 0.132104 -2.046141 0.111304 0.013 0.052 -0.200
H 0.450988 2.925019 -2.024878 0.048 -0.058 -0.014
H -3.447150 -0.606674 -1.309344 -0.042 0.014 -0.060
H -7.826277 -0.309841 -1.033380 -0.069 0.070 -0.083
H 7.805483 -2.554561 1.557786 -0.018 -0.081 -0.066
H -3.830491 0.854954 -2.240619 0.059 -0.130 0.093
H -1.904774 2.999512 -1.426046 -0.061 0.024 -0.021
H -3.910654 2.224519 -0.235221 0.032 0.040 0.026
H 7.911495 -2.447632 -1.508671 0.002 0.088 0.126
H -3.826248 0.808457 0.811764 0.008 0.045 0.008
H 2.767141 2.480290 2.340388 -0.052 0.045 0.084
H 0.469708 1.431747 1.310884 0.028 0.073 0.066
H 0.522396 -1.919367 -1.631606 -0.072 0.037 0.116
H -2.122094 -2.899941 -0.426401 -0.070 -0.029 0.039
H -5.164082 -3.070869 2.042348 0.052 -0.042 0.053
H 9.770835 -3.494563 0.324646 -0.011 0.010 -0.098
H -0.904128 -3.909991 -1.209214 0.031 -0.129 -0.019
H -2.066964 3.126097 1.133755 -0.053 0.028 -0.020
H -1.865319 1.629474 2.068506 -0.069 0.013 -0.021
H 0.192464 3.006277 2.093701 0.054 -0.076 0.022
H -4.048904 -1.474279 0.600366 0.139 0.057 -0.019
H 3.066845 2.428412 -1.917683 -0.041 0.044 -0.089
H 0.675840 1.393617 -1.149931 -0.008 0.121 -0.054
H 8.901553 -1.454793 -0.416083 -0.152 -0.095 -0.046
H -7.619266 -3.324873 1.996777 -0.037 -0.058 0.056
H 1.776679 4.291091 0.992618 0.057 0.011 -0.071
H 4.385771 0.633884 2.479365 0.031 -0.030 0.039
H -1.806532 -2.722350 -2.161375 -0.040 -0.036 -0.091
H 1.892201 4.258626 -0.777033 0.050 0.013 0.078
H 6.811412 -3.523351 0.452801 0.120 0.000 0.061
H -8.957703 -1.931235 0.451938 -0.087 0.000 -0.015
```
Forces are in eV/Å.

Properties
energy relative to the best compared isomer or geometry (same formula, charge and spin): 74.63 kcal/mol
Kohn-Sham gap: 9.044 eV
HOMO energy: -8.38 eV
F_max: 0.0180 Eh/bohr
SMILES string: CCOC(=O)C1(CCOc2ccccc2)CCN(Cc2ccc(C#CCCO)cc2)CC1